Here is 9 unconnected molecules or ions with the total composition C24H26BrF8O24P in a non-equilibrium geometry from the Open Molecules 2025 dataset. Energies are from ωB97M-V/def2-TZVPD.

```
84
Properties=species:S:1:pos:R:3:mulliken_charge:R:1
O -6.5773 0.6956 1.6505 -0.525
C -6.6910 0.9738 2.8327 0.639
O -7.4960 1.9706 3.3123 -0.300
C -7.4462 1.8805 4.7221 -0.428
C -6.1505 1.1818 4.9558 0.321
F -6.2106 0.4131 6.0663 -0.285
O -6.0260 0.3350 3.8359 -0.237
H -8.3076 1.3065 5.0797 0.277
H -7.4718 2.8733 5.1795 0.268
H -5.2840 1.8494 5.0107 0.285
O -1.5308 -3.5899 -0.7691 -0.601
C -1.5069 -2.5238 -1.3613 0.511
O -1.7321 -2.3866 -2.7037 -0.326
C -1.7462 -0.9979 -2.9664 0.042
C -0.9544 -0.4459 -1.8306 0.317
F -1.3907 0.7884 -1.4933 -0.217
O -1.2451 -1.3253 -0.7681 -0.236
H -2.7814 -0.6405 -2.9743 0.280
H -1.2917 -0.7777 -3.9361 0.062
H 0.1266 -0.4246 -2.0056 0.242
O 2.3354 -0.0316 -0.2128 -0.582
C 2.3776 0.2544 0.9722 0.622
O 1.3581 0.8634 1.6512 -0.120
C 1.7470 0.8968 3.0097 -0.456
C 3.2324 0.8081 2.9230 0.721
F 3.7402 0.1590 3.9947 -0.324
O 3.4489 0.0135 1.7791 -0.310
H 1.3018 0.0456 3.5357 0.291
H 1.4128 1.8200 3.4906 0.231
H 3.7333 1.7743 2.8003 0.046
O 6.7766 -5.2469 1.6560 -0.537
C 6.1284 -4.3599 2.1860 0.594
O 4.9057 -3.9343 1.7439 -0.306
C 4.4398 -2.9998 2.6965 0.031
C 5.7027 -2.5319 3.3350 0.402
F 5.4971 -2.2104 4.6320 -0.297
O 6.5370 -3.6670 3.2858 -0.327
H 3.7700 -3.5035 3.4015 0.276
H 3.8923 -2.1865 2.2126 -0.151
H 6.1857 -1.6972 2.8159 0.312
O -0.6029 1.7559 -3.8815 -0.459
C -1.1399 2.8492 -3.9461 0.623
O -0.7821 3.9261 -3.1821 -0.253
C -1.5466 5.0192 -3.6496 -0.452
C -2.7155 4.3476 -4.2855 0.294
F -3.1773 5.0705 -5.3305 -0.290
O -2.1744 3.1447 -4.7824 -0.285
H -0.9517 5.5994 -4.3629 0.296
H -1.8409 5.6732 -2.8244 0.265
H -3.5357 4.1248 -3.5947 0.307
O -3.1961 -7.9849 3.0229 -0.548
C -2.3429 -7.6366 2.2237 0.636
O -2.2737 -6.3871 1.6712 -0.283
C -1.0818 -6.3515 0.9122 -0.192
C -0.8374 -7.7938 0.6263 0.347
F 0.4872 -8.0516 0.5445 -0.273
O -1.3472 -8.4468 1.7667 -0.292
H -0.2844 -5.8971 1.5098 0.192
H -1.2151 -5.7635 0.0002 0.165
H -1.3459 -8.1663 -0.2694 0.283
O 1.5202 -0.5449 -9.2881 -0.534
C 1.4682 -0.2103 -8.1163 0.584
O 1.9594 0.9716 -7.6334 -0.329
C 1.5868 1.0321 -6.2712 -0.172
C 1.3909 -0.4045 -5.9255 0.201
F 0.4317 -0.5473 -4.9836 -0.219
O 0.9210 -0.9715 -7.1274 -0.288
H 0.6687 1.6208 -6.1719 0.095
H 2.3709 1.5012 -5.6708 0.329
H 2.3046 -0.9185 -5.6084 0.204
O 1.2691 4.2596 3.4381 -0.537
C 2.1223 4.6079 2.6390 0.561
O 2.1915 5.8574 2.0864 -0.320
C 3.3834 5.8930 1.3275 -0.481
C 3.6278 4.4507 1.0415 0.303
F 4.9523 4.1929 0.9597 -0.302
O 3.1180 3.7977 2.1820 -0.211
H 4.1808 6.3474 1.9251 0.291
H 3.2501 6.4810 0.4154 0.283
H 3.1192 4.0782 0.1459 0.327
P -3.1131 0.8325 1.4051 0.009
Br -1.7726 2.6455 1.7245 -0.166
H -2.2262 -0.3142 1.5373 0.027
H -3.6298 0.8881 0.0547 0.059
```

## Properties
- total energy (Eh) = -6450.2536
- structure (SMILES) = O=C1OC[C@@H](F)O1.O=C1OC[C@@H](F)O1.O=C1OC[C@@H](F)O1.O=C1OC[C@@H](F)O1.O=C1OC[C@@H](F)O1.O=C1OC[C@@H](F)O1.O=C1OC[C@@H](F)O1.O=C1OC[C@@H](F)O1.PBr



Here is H4NPS in the gas phase in a non-equilibrium geometry from the Open Molecules 2025 dataset. Energies are from ωB97M-V/def2-TZVPD.

```
7
Properties=species:S:1:pos:R:3:mulliken_charge:R:1
N -0.2211 -0.7020 0.5709 -0.577
P 0.3682 -0.2059 -0.9391 0.235
S 0.1298 -1.6640 -2.1942 -0.384
H -0.1333 -0.1057 1.3834 0.275
H -1.2348 -0.7329 0.5954 0.264
H -0.4724 0.8563 -1.4335 0.076
H 1.5589 0.5394 -0.6023 0.111
```

## Properties
- total energy (Eh) = -796.6876
- energy above the lowest of the compared OMol25 structures with the same formula, charge and spin (kJ/mol) = 3.52
- structure (SMILES) = N[PH2]=S



Gap between HOMO and LUMO values, unit eV, following the record order: 8.62 9.50.